Molecular formula: C38H36N8O4SeSr
Method: DFT, the ωB97M-V functional and the def2-TZVPD basis

The value obtained for the gap between HOMO and LUMO is 7.0 eV. For the LUMO energy, the calculation gives 0.0 eV.

Each line ends with the Mulliken charge.
Element x y z (Å)
Sr (-0.15025, -0.75194, 0.75331)  1.8458
O (3.31476, 2.26314, 2.54952)  -0.7646
C (4.29798, 2.02488, 1.66259)  0.4240
C (5.42233, 2.84899, 1.69564)  -0.7025
C (6.45755, 2.65760, 0.80302)  -0.2873
C (6.39415, 1.63572, -0.14418)  -0.8407
C (5.28853, 0.80749, -0.16862)  -0.4620
C (4.23019, 0.98029, 0.72695)  0.0735
C (3.03357, 0.09348, 0.68247)  0.6508
O (1.99094, 0.45569, 1.31000)  0.0749
N (3.18767, -1.02052, -0.04452)  -1.4746
N (2.06636, -1.75317, -0.08828)  1.3400
C (2.10212, -2.88808, -0.67577)  -1.5109
C (0.91100, -3.72311, -0.75877)  1.3808
C (0.95658, -4.87107, -1.55395)  -1.1251
C (-0.16617, -5.66959, -1.65762)  -0.2290
C (-1.31641, -5.30775, -0.97084)  -0.9804
C (-1.28251, -4.15443, -0.20683)  -0.4054
N (-0.20124, -3.38223, -0.08553)  0.1469
H (2.54778, 1.71423, 2.26295)  0.1132
H (5.44645, 3.64324, 2.43107)  0.4475
H (7.31894, 3.31319, 0.83726)  0.3817
H (7.20181, 1.48848, -0.84879)  0.4049
H (5.21642, -0.00210, -0.88156)  0.4403
H (3.01278, -3.26137, -1.14357)  0.1899
H (1.86528, -5.11292, -2.08873)  0.4427
H (-0.14909, -6.56035, -2.27243)  0.4179
H (-2.22242, -5.89440, -1.02867)  0.4163
H (-2.16558, -3.82404, 0.32932)  0.4994
O (-0.52137, 0.34745, -1.30499)  -0.1916
C (-1.19087, -0.04290, -2.33941)  0.3340
C (-0.58195, -0.03994, -3.62282)  -0.6439
C (-1.24767, -0.42179, -4.76070)  -0.5333
C (-2.57652, -0.85380, -4.69310)  -1.0463
C (-3.19019, -0.89619, -3.46143)  -1.0261
C (-2.54307, -0.49928, -2.27957)  0.5171
C (-3.28732, -0.59413, -1.02338)  -0.5296
N (-2.85397, -0.77979, 0.21668)  1.1517
C (-3.96628, -0.89448, 1.02020)  -0.5956
C (-5.09483, -0.77854, 0.27472)  -1.0624
N (-4.65343, -0.59173, -1.01289)  0.0035
H (0.45050, 0.28405, -3.66253)  0.4674
H (-0.73547, -0.39450, -5.71566)  0.4443
H (-3.10417, -1.17819, -5.57996)  0.4017
H (-4.19789, -1.29698, -3.41202)  0.4282
H (-3.87929, -1.03586, 2.08611)  0.3565
H (-6.13832, -0.80176, 0.53290)  0.4497
H (-5.22978, -0.41758, -1.81573)  0.2294
O (1.46099, -1.91412, 2.75951)  -0.0704
C (1.42294, -1.40698, 4.09284)  -0.6343
C (0.38624, -2.14809, 4.93012)  -0.7278
C (-0.95442, -2.19337, 4.18157)  -0.5424
C (-1.64831, -0.86364, 4.13494)  0.4743
C (-2.56991, -0.52815, 5.12195)  -0.7187
C (-3.18942, 0.71062, 5.08051)  -0.5558
C (-2.87613, 1.57852, 4.04716)  -0.9782
C (-1.95813, 1.16725, 3.09620)  -0.3374
N (-1.34664, -0.02164, 3.13600)  0.7607
H (1.91407, -2.76090, 2.73610)  0.1564
H (1.15655, -0.35561, 3.99137)  0.2141
H (2.41149, -1.45486, 4.55314)  0.4928
H (0.28910, -1.67402, 5.90981)  0.3787
H (0.72830, -3.17376, 5.09867)  0.3428
H (-1.62063, -2.93774, 4.61770)  0.5845
H (-0.68276, -2.51920, 3.17644)  -0.2937
H (-2.79283, -1.23724, 5.90886)  0.5004
H (-3.90743, 0.99134, 5.84065)  0.4126
H (-3.32961, 2.55660, 3.97004)  0.4967
H (-1.67534, 1.82924, 2.28410)  0.0266
C (2.17138, 2.95842, -1.28686)  -1.3391
N (0.76639, 3.24111, -1.49798)  0.2753
C (-0.15760, 3.36859, -0.51776)  -0.4644
Se (0.12595, 3.51825, 1.27956)  -0.1985
N (-1.36420, 3.44184, -1.13269)  0.2467
C (-1.22566, 3.36017, -2.50996)  0.3917
C (-2.13893, 3.39164, -3.54824)  -0.8829
C (-1.63412, 3.31774, -4.83850)  -0.5653
C (-0.26257, 3.21878, -5.07327)  -0.7181
C (0.64895, 3.17531, -4.02747)  -0.6574
C (0.14122, 3.24274, -2.74176)  0.8560
H (2.45353, 3.29580, -0.29278)  0.3589
H (2.76348, 3.48529, -2.03365)  0.3394
H (2.35133, 1.88527, -1.36494)  0.4226
H (-2.21334, 3.55569, -0.60974)  0.2671
H (-3.20279, 3.46687, -3.36321)  0.4011
H (-2.31657, 3.33254, -5.67758)  0.4049
H (0.09723, 3.16064, -6.09209)  0.4079
H (1.71060, 3.07559, -4.21064)  0.4092

***

Molecular formula: C38H37AuBFN5P2S2
Method: DFT, the ωB97M-V functional and the def2-TZVPD basis

The value obtained for the gap between HOMO and LUMO is 7.3 eV. For the LUMO energy, the calculation gives -3.2 eV. Its total charge is +1.

Each line ends with the Mulliken charge.
Element x y z (Å)
Au (-0.19224, -0.56640, 0.68449)  1.5865
C (-2.15549, -3.55156, -2.26314)  -0.7085
N (-1.63099, -4.01534, -0.98629)  0.2085
C (-1.10143, -5.26628, -0.75809)  -0.5926
C (-0.84248, -5.33927, 0.56470)  -0.3974
N (-1.22006, -4.14699, 1.14905)  0.3969
B (-1.25646, -3.95398, 2.71854)  0.0254
N (0.17163, -3.50399, 3.20742)  0.2394
C (1.16324, -4.34663, 3.64729)  -0.5303
C (2.20524, -3.59482, 4.07551)  -0.4980
N (1.84375, -2.28286, 3.89086)  0.4410
C (2.67520, -1.13538, 4.22728)  -0.8119
C (0.60087, -2.24471, 3.36492)  -0.2903
S (-0.28456, -0.79505, 3.04006)  -0.3740
C (-1.68999, -3.34292, 0.18415)  -0.3513
S (-2.32258, -1.73294, 0.33578)  -0.2291
H (-1.90920, -4.29331, -3.01857)  0.3231
H (-1.70736, -2.59926, -2.52707)  0.2629
H (-3.23553, -3.43392, -2.20890)  0.3511
H (-0.97527, -5.98372, -1.54960)  0.4512
H (-0.46179, -6.15446, 1.15351)  0.4767
H (-2.06043, -3.12048, 3.00891)  -0.0423
H (-1.46708, -5.04378, 3.19304)  -0.1587
H (1.03175, -5.41432, 3.64539)  0.4876
H (3.15659, -3.86939, 4.49624)  0.5025
H (3.71709, -1.40565, 4.07415)  0.3810
H (2.52048, -0.84285, 5.26428)  0.3195
H (2.41379, -0.30895, 3.57269)  0.2580
N (-0.66796, 1.87750, -1.10396)  -0.2268
P (-0.00764, 0.38880, -1.47258)  -0.0752
C (-0.99560, -0.22358, -2.85360)  0.1397
C (-2.38549, -0.10667, -2.75897)  -0.1163
C (-3.19063, -0.54551, -3.79643)  -0.7340
C (-2.61731, -1.10878, -4.93075)  -0.5738
C (-1.23850, -1.22133, -5.03200)  -0.8073
C (-0.42503, -0.77513, -3.99894)  -0.3482
C (1.65437, 0.60605, -2.10168)  1.0381
C (2.46695, -0.51920, -2.23861)  -0.3801
C (3.76907, -0.37757, -2.68710)  -0.7362
C (4.26427, 0.88537, -2.99308)  -0.6849
C (3.45756, 2.00453, -2.85462)  -0.7572
C (2.15118, 1.86729, -2.40617)  -0.6778
P (-1.36381, 2.02671, 0.48190)  0.3344
C (-2.99752, 2.71362, 0.10257)  0.3754
C (-4.07956, 1.83288, 0.15206)  -0.3886
C (-5.35166, 2.27199, -0.18611)  -0.6791
C (-5.54727, 3.59242, -0.56589)  -0.5569
C (-4.47727, 4.47841, -0.60139)  -0.6583
C (-3.20440, 4.04318, -0.26406)  -0.4567
C (-0.46482, 3.41188, 1.23398)  0.2745
C (-0.57870, 3.54756, 2.61766)  -0.6638
C (0.11315, 4.54933, 3.28154)  -0.7761
C (0.93749, 5.41227, 2.57100)  -0.4837
C (1.06385, 5.27662, 1.19517)  -0.8607
C (0.36455, 4.27939, 0.52853)  0.1948
H (-0.94914, 2.49303, -1.85813)  0.4543
H (-2.83832, 0.33044, -1.87896)  0.1298
H (-4.26583, -0.44738, -3.72052)  0.4612
H (-3.24776, -1.45026, -5.74159)  0.4072
H (-0.79106, -1.64347, -5.92237)  0.4501
H (0.65045, -0.84619, -4.09623)  0.3669
H (2.08818, -1.50050, -1.97325)  0.4172
H (4.40329, -1.24897, -2.78566)  0.4321
H (5.28512, 0.99489, -3.33505)  0.4228
H (3.84548, 2.98680, -3.08956)  0.4554
H (1.52909, 2.74447, -2.27857)  0.2641
H (-3.92466, 0.80664, 0.47209)  0.4084
H (-6.19004, 1.58901, -0.13945)  0.4559
H (-6.54038, 3.93770, -0.82246)  0.3897
H (-4.63866, 5.51068, -0.88356)  0.4298
H (-2.37367, 4.73905, -0.26996)  0.3845
H (-1.20702, 2.86284, 3.17827)  0.3913
H (0.01687, 4.65017, 4.35473)  0.4281
H (1.48458, 6.18813, 3.09040)  0.4193
H (1.70512, 5.94962, 0.64022)  0.4377
H (0.47337, 4.17407, -0.54483)  0.3469
F (5.88008, 0.17438, 1.27297)  -0.3954
C (4.54417, 0.04363, 1.17896)  -0.0480
C (4.00632, -1.22331, 1.08871)  -0.9490
C (2.62495, -1.35364, 0.97993)  0.0059
C (1.81688, -0.22591, 0.96106)  0.4803
C (2.38199, 1.03831, 1.07688)  0.7777
C (3.75977, 1.18084, 1.18365)  -0.3533
H (4.65910, -2.08712, 1.09507)  0.4668
H (2.19261, -2.34611, 0.90925)  0.3666
H (1.75889, 1.92469, 1.08454)  -0.6545
H (4.22434, 2.15457, 1.26839)  0.5081

***

Molecular formula: C38H37BeN5OS2
Method: DFT, the ωB97M-V functional and the def2-TZVPD basis

The value obtained for the gap between HOMO and LUMO is 6.4 eV. For the LUMO energy, the calculation gives -0.3 eV.

Each line ends with the Mulliken charge.
Element x y z (Å)
Be (1.10687, -0.20610, -0.79083)  0.2787
C (4.82167, -0.06150, -2.36123)  -1.0321
C (5.52137, 0.06830, -1.16723)  -0.5971
C (4.82077, 0.19090, 0.01637)  -0.9277
C (3.42517, 0.17950, -0.02423)  0.4960
N (2.77417, 0.04130, -1.17843)  0.5204
C (3.43857, -0.07250, -2.30743)  -0.4028
C (2.56237, 0.30160, 1.13367)  0.6746
C (2.98407, 0.31140, 2.46287)  -0.8059
C (2.03957, 0.41640, 3.46647)  -0.8277
C (0.69757, 0.54500, 3.11797)  -0.7919
C (0.36797, 0.53660, 1.77767)  -0.4878
N (1.26687, 0.39400, 0.81957)  0.5032
H (5.33707, -0.14720, -3.30493)  0.4782
H (6.60107, 0.06650, -1.16223)  0.4732
H (5.34327, 0.28830, 0.95497)  0.4610
H (2.83477, -0.18360, -3.19453)  0.5604
H (4.03117, 0.24600, 2.71247)  0.4405
H (2.33677, 0.41450, 4.50537)  0.4523
H (-0.06783, 0.63910, 3.87187)  0.5200
H (-0.65123, 0.64600, 1.44267)  0.7136
C (-0.83433, 6.44620, -0.69873)  -0.9116
C (-0.63013, 5.57080, -1.93893)  -0.7571
N (0.17337, 4.40320, -1.65473)  -0.0278
C (1.50707, 4.35550, -1.45673)  0.3243
S (2.17957, 2.95180, -0.87603)  -0.4262
N (2.27227, 5.42040, -1.76923)  -0.0845
C (3.71307, 5.37980, -1.66153)  -0.6965
C (4.21897, 5.61770, -0.24073)  -0.9404
H (-1.40793, 7.33620, -0.94683)  0.3541
H (0.12297, 6.75280, -0.28173)  0.2821
H (-1.37113, 5.88860, 0.06497)  0.2812
H (-0.16843, 6.15220, -2.74473)  0.3376
H (-1.59903, 5.22230, -2.30283)  0.3819
H (-0.30413, 3.56170, -1.36353)  0.0631
H (1.83867, 6.31050, -1.94773)  0.2425
H (4.12457, 6.12640, -2.34513)  0.4075
H (4.03097, 4.38480, -1.98483)  0.3158
H (3.88017, 6.57830, 0.13977)  0.3084
H (5.30507, 5.59810, -0.23743)  0.3476
H (3.85507, 4.82970, 0.41317)  0.2404
C (-7.71053, -2.77170, 1.56117)  -1.1551
C (-6.64483, -1.98350, 0.85947)  0.7482
O (-5.65853, -1.52780, 1.36867)  -0.5050
S (-6.99483, -1.78630, -0.87513)  -0.2550
C (-5.44793, -1.04880, -1.36633)  0.1006
C (-5.12633, 0.23380, -0.95523)  -0.3126
C (-3.84713, 0.70910, -1.16113)  -0.5384
C (-2.88733, -0.09270, -1.78433)  0.6608
C (-3.26123, -1.35280, -2.26803)  -0.5898
C (-4.53203, -1.83340, -2.05123)  -0.4311
C (-1.51033, 0.22210, -1.77073)  -0.0899
C (-0.30583, 0.29990, -1.62733)  -1.2664
H (-8.01603, -2.24460, 2.46367)  0.3042
H (-7.29423, -3.73580, 1.85587)  0.2910
H (-8.56753, -2.93370, 0.91377)  0.3857
H (-5.85903, 0.83380, -0.43653)  0.4307
H (-3.56543, 1.68840, -0.80053)  0.4606
H (-2.51383, -1.95900, -2.75883)  0.5003
H (-4.81073, -2.82850, -2.36403)  0.4290
N (1.03767, -1.82810, -0.52923)  -0.2979
C (0.59067, -2.73780, 0.18977)  -0.2092
C (-0.21353, -2.50530, 1.43087)  0.3011
C (-1.47273, -1.92280, 1.34697)  -0.2217
C (-2.18833, -1.63060, 2.49537)  -0.4569
C (-1.64393, -1.91320, 3.73657)  -0.5938
C (-0.40663, -2.52720, 3.82767)  -0.8377
C (0.30857, -2.82240, 2.68047)  0.0300
C (0.83127, -4.16830, -0.14323)  0.3262
C (-0.09403, -5.14770, 0.20037)  -0.2247
C (0.13357, -6.47050, -0.13243)  -0.7884
C (1.29357, -6.83360, -0.79713)  -0.4456
C (2.21227, -5.86020, -1.15623)  -0.6088
C (1.97617, -4.53540, -0.84323)  -0.3648
H (-1.87933, -1.70540, 0.36987)  0.5857
H (-3.16843, -1.18140, 2.41487)  0.5064
H (-2.18473, -1.65580, 4.63507)  0.4069
H (-0.00543, -2.78200, 4.79887)  0.4176
H (1.27807, -3.30020, 2.75527)  0.5261
H (-1.00083, -4.86870, 0.71697)  0.4513
H (-0.60293, -7.22090, 0.11797)  0.3867
H (1.47357, -7.87000, -1.04773)  0.3797
H (3.10747, -6.13920, -1.69463)  0.3885
H (2.67277, -3.76360, -1.13343)  0.4341

***

Summary of electronic energy in Ha
-4641.02760 -3483.46780 -2630.44747
(order as listed above)